30
Properties=species:S:1:pos:R:3:forces:R:3:lowdin_charge:R:1 method="wB97M-V/def2-TZVPD" lumo_ha="0.1982 / 0.0316" s_squared=0.76 total_charge=-2 spin_multiplicity=2 homo_lumo_gap_ev="8.25 / 3.35"
Pb 0.99901 20.59417 3.13714 0.3420 0.9628 0.0974 1.764
N -0.29266 17.43085 5.07899 2.8818 -0.2127 1.5677 -0.602
O 0.39203 16.69883 5.84582 0.2313 0.7848 -0.1936 0.089
O -1.32553 17.04286 4.70311 -3.3874 -0.7293 -1.5986 0.135
O 0.18733 18.53947 4.79828 0.3778 0.0565 0.2630 0.009
N 1.29518 17.18776 1.20862 0.7301 -0.9526 -3.8500 -0.635
O 1.41418 17.35682 -0.03828 -0.3343 -0.2421 0.2601 -0.051
O 1.47325 18.16403 1.90166 -0.1539 1.1946 2.5682 -0.091
O 1.09153 16.04619 1.62002 -0.3224 -0.0707 1.1369 -0.013
C 0.70097 23.47663 6.87789 -0.8866 -0.5822 0.6175 -0.030
C 0.69676 22.60835 5.61076 -0.4236 2.5340 -0.7061 -0.832
O 0.36203 23.08836 4.51610 -0.7391 1.3978 -0.8874 -0.083
O 1.14704 21.49754 5.68770 1.5208 -4.4780 1.1051 -0.082
H 0.70537 22.86509 7.78017 0.8533 -0.4311 -0.1029 0.054
H -0.26329 23.94865 7.06630 0.1169 0.8734 -0.7920 0.056
H 1.56713 24.13757 6.84574 -0.3196 0.2173 0.1043 0.067
C 5.35560 19.82129 2.65213 0.9357 0.9961 -0.7923 -0.022
C 4.05322 20.48357 3.04754 -2.3704 -1.6450 -2.6132 -0.783
O 3.46552 20.01419 3.99964 -0.2627 -1.1116 3.8747 -0.091
O 3.34560 21.12428 2.21207 0.9517 1.5594 -1.1593 -0.161
H 5.55101 19.98046 1.59167 -0.0307 0.2939 -0.0292 0.064
H 5.34731 18.73736 2.76670 -0.2542 0.2230 0.6056 0.076
H 6.16162 20.30365 3.20509 0.2622 -0.3567 0.1352 0.062
C -2.12460 22.98266 0.89158 0.9181 0.1878 -0.6258 -0.034
C -1.10787 22.03045 1.48029 0.1873 -0.8119 1.0412 -0.788
O 0.01771 21.86815 0.92929 -0.4203 0.2629 0.3714 -0.129
O -1.48700 21.43558 2.52837 0.3989 -0.1286 -0.2006 -0.154
H -1.63583 23.95458 0.82392 -0.1935 0.2270 0.2368 0.068
H -3.03544 23.00110 1.49002 0.0777 -0.0087 -0.3788 0.068
H -2.20751 22.67080 -0.14956 -0.6868 -0.0100 -0.0552 0.067